{
  "formula": "C32H39BF35IN3O8P",
  "method": "the ωB97M-V functional and the def2-TZVPD basis",
  "lumo_energy_ev": -0.11,
  "energy_ha": -6168.09469,
  "smiles": "CNC[C@]1(B(O)N(C)C)[C@@H](C(F)(F)F)C(=O)O[C@]1(C[C@@H](C)I)P(N)O.FC(F)C(F)(F)COC(F)(F)C(F)F.FC(F)C(F)(F)COC(F)(F)C(F)F.FC(F)C(F)(F)COC(F)(F)C(F)F.FC(F)C(F)(F)COC(F)(F)C(F)F",
  "elements": ["C", "N", "C", "C", "B", "O", "N", "C", "C", "C", "C", "F", "F", "F", "C", "O", "O", "C", "C", "C", "C", "I", "P", "N", "O", "H", "H", "H", "H", "H", "H", "H", "H", "H", "H", "H", "H", "H", "H", "H", "H", "H", "H", "H", "H", "H", "H", "H", "F", "C", "F", "C", "F", "F", "C", "O", "C", "F", "F", "C", "F", "F", "H", "H", "H", "H", "F", "C", "F", "C", "F", "F", "C", "O", "C", "F", "F", "C", "F", "F", "H", "H", "H", "H", "F", "C", "F", "C", "F", "F", "C", "O", "C", "F", "F", "C", "F", "F", "H", "H", "H", "H", "F", "C", "F", "C", "F", "F", "C", "O", "C", "F", "F", "C", "F", "F", "H", "H", "H", "H"],
  "xyz": [[-4.478889, 2.410999, 0.637322], [-3.667610, 3.039330, -0.438271], [-4.484131, 3.573382, -1.558847], [-3.654257, 3.914666, -2.900159], [-2.426498, 4.982723, -2.607523], [-1.693884, 5.044984, -1.359162], [-2.018670, 6.039089, -3.623797], [-0.512278, 5.975068, -3.818267], [-2.255009, 7.418201, -3.077502], [-4.785173, 4.606077, -3.818990], [-5.461408, 5.988623, -3.522350], [-6.884329, 5.755895, -3.498712], [-5.175705, 6.644966, -2.320601], [-5.311907, 6.975983, -4.546578], [-4.132894, 4.357545, -5.290945], [-3.803464, 5.138813, -6.177340], [-3.980273, 2.941057, -5.248044], [-3.338597, 2.674848, -3.927769], [-1.849322, 2.380382, -4.411927], [-0.981633, 1.336457, -3.580420], [0.271979, 0.948558, -4.556273], [-0.080710, 2.061682, -1.747922], [-4.207469, 0.969778, -3.598156], [-5.963565, 1.131372, -3.695492], [-3.942176, 0.444902, -1.981825], [-4.399287, 1.277023, 0.558943], [-4.160204, 2.785821, 1.666783], [-5.568573, 2.753816, 0.488071], [-2.876359, 2.466665, -0.743799], [-5.029033, 4.494874, -1.121989], [-5.335744, 2.809475, -1.741424], [-2.272769, 5.409371, -0.645427], [-0.101508, 4.914762, -3.753320], [-0.008905, 6.563479, -2.961513], [-0.218436, 6.524135, -4.780945], [-1.417776, 8.159716, -3.359557], [-3.228412, 7.865962, -3.497266], [-2.348030, 7.469404, -1.941650], [-5.660506, 3.854643, -3.753987], [-1.962686, 1.895624, -5.456154], [-1.195184, 3.296704, -4.604863], [-1.475995, 0.340008, -3.349886], [-0.094084, 0.782106, -5.631661], [1.034651, 1.792467, -4.495975], [0.778610, 0.007818, -4.160676], [-6.265385, 1.847488, -4.363794], [-6.415456, 1.209714, -2.776678], [-2.994036, 0.296109, -1.784846], [-5.263435, -2.874111, -0.763825], [-4.264670, -2.002996, -0.539146], [-3.375203, -2.176939, -1.553508], [-3.583638, -2.221751, 0.814729], [-2.960056, -3.426780, 0.866960], [-2.595412, -1.284675, 0.939659], [-4.495652, -2.077736, 2.051977], [-5.032073, -3.281994, 2.620650], [-6.207940, -3.811047, 2.043330], [-6.748484, -2.901673, 1.210751], [-7.089365, -3.952628, 3.059026], [-5.981018, -5.175416, 1.380335], [-5.025054, -5.121821, 0.428468], [-7.112582, -5.607855, 0.774121], [-4.663920, -0.990033, -0.621110], [-3.860178, -1.676704, 2.847094], [-5.269710, -1.319131, 1.909611], [-5.677548, -5.919623, 2.120186], [1.196408, -2.668784, 0.435720], [0.121870, -2.935926, 1.200375], [-0.051500, -1.849788, 2.000413], [0.286927, -4.200857, 2.047360], [1.278590, -4.061057, 2.961078], [-0.862412, -4.362208, 2.767510], [0.513236, -5.509201, 1.260821], [1.866962, -5.967667, 1.115948], [2.647822, -5.417485, 0.076922], [1.858789, -4.724205, -0.765573], [3.119482, -6.464534, -0.636869], [3.829841, -4.601599, 0.616295], [3.425448, -3.604560, 1.435336], [4.519396, -4.018672, -0.394198], [-0.753857, -3.013966, 0.552934], [0.036377, -6.300781, 1.845931], [-0.020868, -5.512625, 0.307157], [4.513134, -5.240956, 1.176673], [7.456887, -5.022574, 4.943146], [6.897610, -5.563534, 3.848233], [7.346662, -6.843667, 3.786649], [7.255336, -4.815295, 2.561820], [8.579930, -4.896040, 2.296938], [6.627982, -5.460683, 1.528542], [6.822295, -3.334785, 2.501991], [7.814224, -2.348854, 2.831403], [8.010113, -2.054668, 4.200276], [7.010540, -2.591153, 4.922790], [7.872513, -0.712423, 4.317431], [9.401642, -2.462097, 4.700760], [9.642699, -3.775159, 4.507549], [9.517856, -2.234530, 6.031244], [5.813849, -5.599314, 3.994163], [6.589979, -3.130417, 1.452744], [5.882303, -3.155390, 3.030958], [10.180231, -1.897319, 4.182723], [3.472580, 3.254929, 1.698079], [2.429330, 2.968852, 2.495295], [2.267192, 4.045933, 3.306623], [2.646275, 1.702932, 3.325933], [3.667909, 1.861018, 4.200359], [1.528277, 1.513790, 4.088559], [2.866720, 0.398371, 2.527317], [4.222178, -0.031336, 2.323550], [4.924419, 0.538660, 1.236672], [4.059860, 1.192968, 0.438660], [5.386162, -0.504056, 0.505961], [6.108477, 1.406364, 1.679239], [5.723555, 2.402430, 2.505065], [6.699991, 1.992015, 0.608229], [1.531894, 2.885043, 1.875295], [2.428363, -0.400199, 3.132985], [2.295845, 0.381061, 1.595191], [6.853592, 0.806006, 2.201441]],
  "forces_ev_per_angstrom": [[-0.3041, 0.3088, -0.2272], [-0.2890, 0.4177, 0.0508], [-0.2015, -0.9750, 0.8107], [-1.5347, 1.0170, 0.0358], [1.1638, 1.0996, 0.8489], [-2.0983, 0.4740, -1.1183], [1.0666, -0.2686, 0.8445], [0.6397, 0.5600, 0.6102], [-1.0908, 1.5067, -0.0837], [0.0841, -0.6932, -0.9733], [-1.8770, 1.9973, -0.8958], [2.8495, 0.4412, 0.1650], [-0.1792, -1.5617, -2.1237], [-0.0081, -2.4405, 2.4016], [-0.2458, 1.8194, -0.3775], [-1.3393, -3.3280, 2.8108], [0.3889, 2.3402, 0.3301], [0.2809, 0.1413, 0.5505], [0.4248, -0.8964, 0.1215], [0.9684, -0.8637, -2.2481], [-0.2196, 0.1157, 0.7321], [-0.5011, -0.1973, -0.2815], [0.4598, -1.5319, -0.8400], [1.3730, 0.2900, 1.2444], [-0.4561, 1.4583, -0.9771], [-0.3590, 1.3143, 0.3511], [-0.3222, -0.6843, -1.3146], [1.5281, -0.7551, 0.3170], [-0.6114, 0.2934, 0.1402], [0.9584, -1.0988, -1.0986], [1.1617, 1.1683, -0.3520], [0.6524, -0.9844, -0.5281], [-0.5207, 1.3262, -0.4072], [-0.5573, -1.0786, -1.1753], [-0.4992, -1.1233, 1.1876], [-1.2356, -1.3900, 0.2709], [1.4769, -0.7417, 0.5705], [0.2715, -0.2032, -1.2734], [1.2695, 1.4112, -0.2358], [0.0064, 0.6824, 1.7739], [-1.1654, -0.9071, 0.4605], [0.2305, 1.5134, -0.2063], [0.5719, 0.2425, 1.6340], [-0.9967, -1.0808, -0.3863], [-0.6749, 1.2187, -0.5839], [0.1193, -0.3982, 0.3919], [0.0308, 0.2818, -0.5972], [-0.6263, 0.0778, -0.4775], [0.0748, -0.1017, 0.0885], [-0.0651, 0.2408, -0.5922], [0.3586, -0.0572, 0.3416], [-0.1856, -0.6419, 0.5852], [-0.1400, 0.0599, -0.2399], [-0.3391, 0.2031, -0.3049], [0.0018, 0.2305, 0.8589], [-0.4617, -0.3302, -1.3519], [0.4751, 1.5430, 0.9058], [-0.2276, -0.4562, -0.0836], [0.1762, -0.4536, -0.2327], [0.0931, -0.7534, -0.2437], [-0.0049, 0.1729, 0.2281], [-0.0780, 0.3255, 0.2593], [0.0814, -0.0471, 0.2059], [0.0835, -0.2279, -0.1603], [0.0291, -0.2056, -0.2927], [-0.0536, 0.1713, 0.1622], [0.1723, -0.0682, 0.0961], [-0.4953, 0.6721, -0.0943], [0.0067, -0.2316, 0.2797], [0.6348, -0.5340, 0.3433], [-0.0646, 0.2391, -0.1766], [-0.0558, 0.1619, -0.4113], [-0.1602, -0.8301, -0.0520], [0.3446, 1.2668, -0.4945], [-1.5154, -0.9592, 0.1537], [0.4799, 0.1160, -0.0615], [0.3515, 0.2972, 0.2942], [0.5701, 0.1995, 0.1839], [-0.1573, -0.1370, -0.0220], [-0.2375, -0.2676, -0.1259], [0.0600, -0.1729, 0.0760], [0.1694, 0.2126, 0.1183], [0.1784, 0.2904, 0.0304], [-0.2052, -0.1774, -0.1405], [0.0264, 0.0887, -0.1054], [-0.1911, -0.8628, 0.3141], [-0.0300, 0.1007, -0.3502], [0.8360, 0.6864, -0.2112], [-0.2215, -0.1468, 0.2316], [-0.1948, -0.0224, 0.3569], [-0.3179, 0.5820, -0.5579], [0.2092, -0.6670, 1.2810], [-1.3712, 0.0607, -1.2531], [0.3846, 0.1674, 0.3210], [0.4676, -0.1438, 0.0595], [0.7774, -0.1320, 0.2065], [-0.1863, 0.1772, -0.1550], [-0.3450, 0.2073, -0.1441], [-0.0396, 0.1254, -0.1442], [0.2288, -0.0938, 0.0642], [0.2001, -0.1620, 0.1699], [-0.1820, 0.1297, -0.0882], [0.0391, -0.1072, 0.0139], [-0.4418, 0.8026, 0.0096], [-0.0852, -0.2842, 0.2175], [0.7405, -0.6267, 0.3379], [-0.0840, 0.2104, -0.2106], [-0.1347, 0.1787, -0.4307], [-0.2177, -0.8277, 0.0313], [0.3644, 1.3556, -0.5992], [-1.5493, -1.0744, 0.3126], [0.4997, 0.1379, -0.1553], [0.3880, 0.2581, 0.2255], [0.6393, 0.4028, 0.2779], [-0.1128, -0.2915, -0.0653], [-0.2662, -0.3076, -0.1333], [-0.0305, -0.1957, 0.0527], [0.1696, 0.1865, 0.0848], [0.1451, 0.2659, 0.0589], [-0.0725, -0.2438, -0.0265]]
}